C3H10N2O2 | ωB97M-V/def2-TZVPD

```
17
Properties=species:S:1:pos:R:3:nbo_charge:R:1
C 2.045 -2.290 -1.348 -0.45
C 1.670 -1.271 -0.639 -0.21
C -0.007 -0.458 -0.944 0.26
O -0.449 -0.828 -2.171 -0.72
N 0.225 0.941 -1.021 -0.40
O 0.672 1.346 0.271 -0.59
H 1.282 -2.773 -2.042 0.21
H 3.099 -2.484 -1.512 0.20
H 2.283 -0.677 0.069 0.21
H -0.755 -0.635 -0.090 0.14
H -1.353 -0.461 -2.294 0.48
H 0.817 1.251 -1.773 0.36
H -0.214 1.428 0.624 0.48
N -1.649 1.844 2.371 -1.09
H -2.531 1.543 2.195 0.36
H -1.541 2.587 3.097 0.38
H -1.073 1.086 2.626 0.36
```

Output
SMILES: C=C[C@H](O)NO.N
F_max (eV Å⁻¹): 4.66
Orbital gap (eV): 9.32
E_HOMO (eV): -8.6
LUMO energy (eV): 0.7430
Relative energy (zero: lowest compared OMol25 entry of this formula, charge and spin) (kcal per mole): 121.78

***

C3H2N2O2 | ωB97M-V/def2-TZVPD

```
9
Properties=species:S:1:pos:R:3:nbo_charge:R:1
O -2.540 -0.639 -0.179 -0.48
C -1.681 0.257 -0.040 0.26
C -0.272 0.055 -0.009 0.37
N 0.671 0.940 0.118 -0.42
C 1.786 0.150 0.086 0.12
N 1.552 -1.133 -0.047 -0.09
O 0.176 -1.207 -0.113 -0.23
H -2.485 1.045 0.017 0.24
H 2.794 0.532 0.167 0.22
```

Output
SMILES: O=Cc1ncno1
F_max (eV Å⁻¹): 7.14
Orbital gap (eV): 9.39
E_HOMO (eV): -10.5
LUMO energy (eV): -1.0957
Relative energy (zero: lowest compared OMol25 entry of this formula, charge and spin) (kcal per mole): 63.24

***

Which of these has the highest orbital gap? C3H2N2O2

***

Which of these has the lowest relative energy (zero: lowest compared OMol25 entry of this formula, charge and spin)? C3H2N2O2

***

orbital gap of number 1 (C3H10N2O2)? 9.32 eV

***

What is the relative energy (zero: lowest compared OMol25 entry of this formula, charge and spin) in the second record? 63.24 kcal per mole